Molecular formula: C54H145N11O16
Method: DFT, ωB97M-V/def2-TZVPD

The value obtained for the total energy is -107488.948 eV. The energy above the lowest of the compared OMol25 structures with the same formula, charge and spin is 25.04 kcal per mole. The calculation puts the strongest force on any atom at 3.24 eV/Å. Its charge is 0. The calculation puts the highest occupied orbital energy at -8.499 eV.

Each line ends with the Löwdin charge.
Geometry (Å):
O  2.598  7.584  1.782  -0.1944
O  5.356  3.556  4.616  -0.2038
O  -1.863  -4.740  -5.121  -0.1818
O  -1.131  3.491  -4.843  -0.1837
O  -1.184  -3.186  3.946  -0.2304
O  7.352  2.982  -3.822  -0.1822
O  -2.645  2.128  3.400  -0.0725
O  -4.771  -1.546  -4.478  -0.2139
O  -5.359  -6.513  -2.993  -0.2165
O  -4.443  3.788  0.155  -0.1573
O  -3.777  -6.186  1.164  -0.0939
O  5.530  0.705  0.465  -0.2402
O  -1.141  -2.320  -1.628  -0.2438
O  2.674  -6.135  1.054  -0.1659
O  1.918  3.519  0.002  -0.1894
O  3.506  -1.395  3.733  -0.2251
N  2.875  -0.758  0.905  -0.0431
N  1.826  2.698  -2.696  0.0421
N  -0.689  -5.755  2.555  0.0824
N  0.521  -4.292  -3.470  0.0490
N  2.149  1.664  4.293  0.0686
N  6.977  3.022  -0.843  0.0546
N  -0.298  9.134  0.039  0.0307
N  -6.520  -3.928  -3.440  -0.0351
N  -4.774  -2.644  3.051  0.0417
N  -7.059  4.430  2.854  0.0292
N  0.371  0.734  -0.550  -0.0670
C  -6.175  -1.651  -4.472  -0.2233
C  -6.762  -4.679  -2.199  -0.1927
C  5.913  3.975  3.366  -0.0785
C  3.896  -1.170  -0.083  -0.1639
C  -5.174  -7.858  -3.271  -0.1298
C  4.479  -1.696  4.737  -0.0763
C  3.988  7.663  1.749  -0.1361
C  -2.240  3.605  -3.915  -0.0892
C  4.038  -6.334  1.457  -0.0858
C  7.501  2.123  -4.950  -0.1200
C  3.066  2.773  3.961  -0.4310
C  -5.031  3.792  1.486  -0.1869
C  -4.340  -0.576  -5.434  -0.1013
C  1.848  8.327  0.789  -0.1758
C  3.109  4.022  0.560  -0.1083
C  5.869  4.862  -2.040  -0.0520
C  1.439  4.805  -3.647  -0.0322
C  3.327  -2.382  2.761  -0.2270
C  0.329  -5.800  1.485  -0.4006
C  1.246  2.627  0.902  -0.1536
C  5.881  3.319  -1.755  -0.3999
C  0.759  3.441  -3.252  -0.4529
C  -3.209  3.155  0.197  -0.1518
C  -0.128  -2.394  4.560  -0.0623
C  -0.225  6.869  0.919  -0.0535
C  4.456  2.422  4.631  -0.1540
C  -1.521  -5.510  -4.003  -0.2033
C  -3.026  -2.621  1.501  -0.0548
C  6.457  -0.147  1.163  -0.0819
C  -1.402  1.771  3.842  -0.3672
C  -3.213  -4.418  -5.296  -0.1078
C  -6.537  -2.479  -3.219  -0.2052
C  -0.374  -1.140  -1.725  -0.2002
C  -6.397  4.529  1.535  -0.4151
C  0.206  -4.539  0.590  -0.0582
C  4.784  0.012  -0.576  -0.1617
C  0.535  -6.572  -2.653  -0.0513
C  1.732  -5.953  2.061  -0.2372
C  0.030  1.859  0.291  -0.1741
C  -0.009  2.724  -4.364  -0.1744
C  -2.575  -7.096  -0.723  -0.0335
C  -2.476  -2.492  3.970  -0.1477
C  2.516  4.073  4.393  -0.0522
C  -6.646  -6.166  -2.488  -0.2197
C  -3.405  -3.074  2.886  -0.4421
C  -2.428  -2.317  -2.239  -0.0772
C  -6.371  6.014  1.168  -0.0682
C  -1.236  1.992  5.288  -0.0840
C  0.023  -5.636  -3.781  -0.3770
C  2.345  -1.862  1.654  -0.1787
C  0.326  8.283  1.041  -0.4317
C  6.152  2.566  -3.076  -0.1852
C  -0.662  -0.247  -0.552  -0.2172
C  -3.522  -5.930  -0.211  -0.2621
H  -0.354  -2.438  5.625  0.0918
H  -0.223  6.544  -0.122  0.0862
H  -7.000  4.004  0.794  0.1336
H  4.198  0.782  -1.077  0.1130
H  -3.262  -0.703  -5.534  0.0867
H  -0.771  1.510  0.943  0.0951
H  -3.709  -3.119  0.813  0.0672
H  6.624  2.202  -5.593  0.0816
H  0.036  3.661  -2.466  0.1054
H  -5.633  -4.226  -3.821  0.0768
H  3.846  3.238  0.735  0.0772
H  6.839  5.298  -2.280  0.0763
H  6.877  -0.932  0.534  0.0925
H  -5.076  -2.754  4.009  0.0700
H  -2.435  -7.035  -1.802  0.0449
H  -5.851  -2.087  -2.467  0.1079
H  1.450  -1.568  2.202  0.1033
H  5.486  5.389  -1.166  0.0452
H  1.647  -6.770  2.777  0.1254
H  -1.279  0.730  3.544  0.0930
H  -0.308  1.732  -4.025  0.1053
H  4.914  3.019  -1.352  0.1042
H  -5.949  -8.187  -3.962  0.0876
H  4.184  -7.231  2.059  0.0833
H  -1.872  4.126  -3.031  0.0612
H  -0.522  -0.589  -2.655  0.1234
H  7.618  1.088  -4.630  0.0830
H  8.306  2.397  -5.632  0.0841
H  -7.745  -4.443  -1.791  0.1260
H  -1.711  1.241  5.919  0.0763
H  0.221  -6.701  0.881  0.1206
H  -0.482  10.012  0.503  0.0697
H  0.119  -6.192  -1.719  0.0418
H  -4.172  -8.104  -3.623  0.0855
H  0.746  5.588  -3.958  0.0680
H  3.258  -0.057  1.523  0.0951
H  3.325  4.790  4.253  0.0770
H  7.819  2.915  -1.392  0.0681
H  6.613  4.783  3.575  0.0929
H  2.208  9.356  0.768  0.1133
H  -1.538  -5.673  2.013  0.0369
H  -7.426  -6.541  -3.151  0.1231
H  -0.675  2.300  3.225  0.0960
H  -7.530  -2.187  -2.878  0.1157
H  -5.988  -4.510  -1.452  0.1026
H  -3.248  -4.892  -0.397  0.0784
H  3.293  2.728  2.896  0.0946
H  7.216  0.409  1.714  0.0906
H  -2.857  -2.698  4.970  0.1207
H  -6.266  6.149  0.091  0.0748
H  1.898  1.836  1.272  0.0979
H  -6.690  -2.176  -5.277  0.1246
H  0.169  -3.664  1.239  0.0551
H  4.456  7.529  0.773  0.0798
H  -0.582  -0.802  0.383  0.1186
H  -5.315  -8.513  -2.411  0.0854
H  -1.979  -5.081  -3.111  0.1024
H  2.165  8.099  -0.229  0.1210
H  -5.712  6.707  1.691  0.0762
H  -0.049  -1.364  4.212  0.0721
H  1.624  -6.605  -2.675  0.0789
H  -3.230  -3.836  -6.218  0.0987
H  -1.222  8.781  -0.165  0.0654
H  -2.664  3.322  -0.733  0.0695
H  -7.371  6.380  1.397  0.0708
H  -0.604  -4.847  2.987  0.0301
H  2.083  3.161  -1.836  0.0326
H  6.527  3.185  2.933  0.0810
H  4.650  -6.441  0.562  0.0865
H  5.537  -0.361  -1.269  0.1149
H  -3.329  2.077  0.304  0.0842
H  0.063  -3.876  -2.672  0.0369
H  2.011  1.702  5.293  0.0619
H  -2.729  2.692  -3.575  0.0785
H  -4.405  4.190  2.285  0.1161
H  2.213  4.146  5.438  0.0900
H  -6.956  3.507  3.249  0.0577
H  -3.935  -5.232  -5.360  0.0838
H  0.917  3.205  1.766  0.1049
H  4.899  1.569  4.117  0.1056
H  -2.553  3.528  0.983  0.0809
H  -2.988  4.257  -4.366  0.0866
H  0.404  6.212  1.519  0.0639
H  -6.611  5.009  3.550  0.0661
H  0.674  2.469  -5.175  0.1240
H  -3.386  -4.163  2.933  0.1289
H  0.245  -3.698  -4.239  0.0647
H  3.121  4.578  1.498  0.0724
H  2.867  -3.193  3.327  0.0934
H  -4.497  -5.613  1.436  0.0755
H  5.349  -2.270  4.419  0.0875
H  4.481  -5.533  2.049  0.0705
H  -1.205  6.766  1.384  0.0749
H  -3.626  -3.841  -4.469  0.0523
H  5.320  2.803  -3.739  0.1146
H  3.584  4.701  -0.148  0.0819
H  -1.966  -6.478  -4.236  0.1176
H  -2.345  -1.411  3.925  0.1060
H  4.502  -1.963  0.354  0.0946
H  1.220  0.318  -0.194  0.0771
H  0.642  -1.525  -1.646  0.1234
H  2.109  4.632  -4.489  0.0728
H  5.150  4.262  2.642  0.0611
H  -2.014  -2.959  1.278  0.0620
H  -3.354  1.638  3.824  0.0903
H  -0.195  2.038  5.608  0.0492
H  -0.709  -4.610  0.001  0.0581
H  2.007  5.182  -2.797  0.0610
H  -3.132  -1.562  -1.888  0.0896
H  1.636  4.388  3.832  0.0745
H  -1.497  2.947  5.744  0.0823
H  1.997  -2.724  1.084  0.0942
H  0.141  8.732  2.017  0.1355
H  4.438  6.892  2.375  0.0737
H  -1.650  0.203  -0.647  0.1212
H  5.909  -0.672  1.946  0.0660
H  6.754  2.111  -0.470  0.0311
H  4.226  -2.777  2.289  0.1080
H  5.166  5.138  -2.826  0.0704
H  1.920  -5.077  2.683  0.1023
H  2.671  0.808  4.171  0.0375
H  -6.774  -6.692  -1.542  0.1177
H  -6.541  -0.627  -4.402  0.1173
H  0.215  -7.610  -2.745  0.0737
H  -4.734  0.440  -5.447  0.0902
H  -4.564  -0.946  -6.435  0.0800
H  -4.510  -6.121  -0.631  0.0805
H  4.374  8.628  2.078  0.0845
H  -2.169  -2.263  -3.297  0.0871
H  -0.569  2.611  -0.223  0.0919
H  0.473  -6.034  -4.691  0.1320
H  3.456  -1.664  -0.950  0.1210
H  4.759  -0.778  5.255  0.0821
H  -1.579  -7.049  -0.283  0.0401
H  -2.929  -8.095  -0.470  0.0808
H  6.023  1.503  -2.869  0.1041
H  -2.800  -3.314  -2.005  0.0678
H  -3.144  -1.549  1.340  0.0846
H  -4.753  -1.635  3.018  0.0648
H  -5.158  2.763  1.822  0.1084
H  1.032  -4.369  -0.101  0.0740
H  4.334  2.059  5.651  0.1192
H  3.949  -2.412  5.364  0.0867
H  1.402  1.908  -2.230  0.0390
H  0.838  -2.846  4.335  0.0704